The following is a DFT calculation (ωB97M-V with the def2-TZVPD basis set) of a single C5H8S molecule in a non-equilibrium geometry.

Atoms and positions in Å:
C  -1.57  1.17  1.15
C  -0.30  0.63  0.52
C  0.19  -0.45  -0.35
C  0.83  1.58  0.91
C  -0.72  -1.53  -0.83
S  1.81  -0.42  -0.96
H  -2.34  0.38  1.21
H  1.55  1.72  0.10
H  1.37  1.19  1.77
H  0.42  2.55  1.18
H  -0.28  -2.51  -0.64
H  -0.92  -1.44  -1.90
H  -1.67  -1.48  -0.29
H  1.62  -1.39  -1.87

The HOMO-LUMO gap (spin up / spin down) is 7.3241 / 7.1833 eV. The LUMO energy (spin up / spin down) comes out at -0.0375 / -0.0362 hartree. The value obtained for the energy above the lowest of the compared OMol25 structures with the same formula, charge and spin is 436.2 kJ/mol. The maximum force comes out at 3.8 eV/Å.


The following is a DFT calculation (ωB97M-V with the def2-TZVPD basis set) of a molecular structure, C5H8S.

Atoms and positions in Å:
C  0.86  -0.64  1.08
C  0.99  0.03  2.23
C  -0.47  -0.11  0.63
C  -0.32  -0.20  -1.87
C  -0.50  0.70  -0.65
S  -0.53  0.93  2.18
H  1.50  -1.35  0.59
H  1.72  0.07  3.01
H  -1.27  -0.85  0.66
H  0.63  -0.72  -1.82
H  -0.34  0.40  -2.78
H  -1.12  -0.93  -1.93
H  -1.45  1.23  -0.71
H  0.30  1.44  -0.62

The HOMO-LUMO gap is 9.2354 eV. The LUMO energy comes out at 0.0349 hartree. The value obtained for the energy above the lowest of the compared OMol25 structures with the same formula, charge and spin is 87.3 kJ/mol. The maximum force comes out at 0.3 eV/Å.


The following is a DFT calculation (ωB97M-V with the def2-TZVPD basis set) of a molecular structure, C5H8S in a non-equilibrium geometry.

Atoms and positions in Å:
C  0.30  1.31  0.36
C  -0.35  0.73  1.56
C  0.40  0.55  -0.66
C  -0.22  -1.81  -2.78
C  0.07  0.95  2.79
S  -0.97  -1.23  -1.40
H  0.79  2.29  0.44
H  -1.25  0.00  1.31
H  0.86  0.82  -1.63
H  0.64  -2.44  -2.52
H  -0.40  -1.01  -3.46
H  1.01  1.60  2.85
H  -0.26  0.35  3.69
H  -0.61  -2.12  -0.55

The HOMO-LUMO gap (spin up / spin down) is 7.5911 / 7.6625 eV. The LUMO energy (spin up / spin down) comes out at 0.0062 / 0.0075 hartree. The value obtained for the energy above the lowest of the compared OMol25 structures with the same formula, charge and spin is 550.1 kJ/mol. The maximum force comes out at 4.6 eV/Å.


The following is a DFT calculation (ωB97M-V with the def2-TZVPD basis set) of a single C5H8S molecule in a non-equilibrium geometry.

Atoms and positions in Å:
C  -0.15  1.56  0.41
C  0.67  0.53  0.19
C  2.16  0.73  -0.14
S  3.68  -0.11  -0.37
C  0.18  -0.91  0.26
C  -1.26  -1.12  -0.43
H  0.16  2.58  0.67
H  -1.15  1.19  0.74
H  2.27  1.86  -0.18
H  0.91  -1.61  -0.30
H  0.10  -1.04  1.34
H  -1.45  -2.12  -0.40
H  -1.30  -0.70  -1.37
H  -1.97  -0.44  0.03

The HOMO-LUMO gap is 7.6922 eV. The LUMO energy comes out at -0.0387 hartree. The SMILES is C=C(C=S)CC. The value obtained for the energy above the lowest of the compared OMol25 structures with the same formula, charge and spin is 235.1 kJ/mol. The maximum force comes out at 4.7 eV/Å.


The following is a DFT calculation (ωB97M-V with the def2-TZVPD basis set) of a single C5H8S2 molecule in a non-equilibrium geometry.

Atoms and positions in Å:
C  -1.32  -1.29  0.31
C  -1.26  0.11  -0.10
C  1.36  -1.10  -0.58
C  0.03  2.35  0.10
C  -0.23  0.89  0.32
S  0.40  -2.11  0.29
S  2.94  -1.56  -1.06
H  -2.00  -1.93  -0.41
H  -1.77  -1.36  1.33
H  -2.11  0.22  -0.73
H  0.64  2.40  -0.85
H  -0.81  2.98  -0.15
H  0.62  2.91  0.84
H  0.40  0.30  1.02
H  3.10  -2.80  -0.33

The HOMO-LUMO gap (spin up / spin down) is 7.0745 / 7.5410 eV. The LUMO energy (spin up / spin down) comes out at 0.0261 / -0.0495 hartree. Its expectation value of S² is 2.01. Its spin multiplicity is 3. The value obtained for the energy above the lowest of the compared OMol25 structures with the same formula, charge and spin is 189.0 kJ/mol. The maximum force comes out at 3.1 eV/Å.


The following is a DFT calculation (ωB97M-V with the def2-TZVPD basis set) of 2 unconnected molecules or ions with the total composition C5H9BCl3NO8S in a non-equilibrium geometry.

Atoms and positions in Å:
C  3.86  0.39  1.58
C  3.37  -0.71  0.45
O  2.33  -1.65  0.96
B  1.11  -1.54  0.12
O  1.10  -1.79  -1.36
S  -0.60  -1.00  0.82
O  -0.51  -0.86  2.51
N  -0.38  -2.13  2.98
O  0.69  -2.29  3.54
C  -0.88  0.68  -0.02
Cl  -2.01  0.62  -1.53
C  -0.26  1.96  0.43
C  -0.49  3.42  -0.36
Cl  0.86  2.05  1.93
H  4.99  0.29  1.89
H  3.62  1.47  1.13
H  3.13  0.26  2.50
H  4.35  -1.29  0.12
H  2.94  -0.09  -0.46
H  0.21  -1.49  -1.75
H  -0.68  4.30  0.38
H  0.57  3.64  -0.87
H  -1.26  3.34  -1.24
O  -4.07  -2.37  -2.49
Cl  -5.21  -1.52  -2.75
O  -6.32  -2.32  -3.23
O  -4.87  -0.53  -3.75
O  -5.60  -0.85  -1.52

The HOMO-LUMO gap is 4.1096 eV. The LUMO energy comes out at -0.1423 hartree. The maximum force comes out at 6.4 eV/Å.


The following is a DFT calculation (ωB97M-V with the def2-TZVPD basis set) of a gas-phase ion, C5H9BNO3 (charge +1) in a non-equilibrium geometry.

Atoms and positions in Å:
O  -1.51  -1.00  1.42
B  -1.64  -0.11  0.38
O  -2.49  0.92  0.24
C  -0.38  -0.24  -0.77
O  -0.69  -1.04  -1.92
C  0.27  1.12  -0.95
C  1.31  1.54  -0.35
C  1.99  0.77  0.68
C  1.73  -0.57  0.70
N  0.66  -1.21  -0.06
H  -2.25  -1.15  2.00
H  -3.18  1.09  0.90
H  -1.26  -0.70  -2.61
H  -0.33  1.84  -1.43
H  1.55  2.57  -0.45
H  2.95  1.00  1.22
H  2.17  -1.25  1.48
H  1.07  -1.74  -0.93
H  0.03  -1.86  0.45

The HOMO-LUMO gap is 9.6151 eV. The LUMO energy comes out at -0.1364 hartree. The SMILES is OB(O)[C@@]1(O)C=CC=C[NH2+]1. Its net charge is +1. The value obtained for the energy above the lowest of the compared OMol25 structures with the same formula, charge and spin is 0.0 kJ/mol. The maximum force comes out at 4.4 eV/Å.


The following is a DFT calculation (ωB97M-V with the def2-TZVPD basis set) of a single C5H9BO molecule in a non-equilibrium geometry.

Atoms and positions in Å:
C  -2.15  0.33  -1.08
C  -1.46  0.14  0.06
B  -0.02  -0.41  0.14
C  0.43  -1.50  1.12
C  1.63  -1.75  1.63
O  1.26  0.45  -0.38
C  0.96  1.66  -1.15
H  -3.12  1.01  -0.97
H  -2.11  -0.33  -1.91
H  -1.73  0.58  0.93
H  -0.36  -2.11  1.51
H  1.67  -2.44  2.52
H  2.52  -1.41  1.24
H  0.01  1.46  -1.67
H  1.90  1.91  -1.57
H  0.56  2.41  -0.45

The HOMO-LUMO gap is 9.7009 eV. The LUMO energy comes out at 0.0057 hartree. The SMILES is C=CB(C=C)OC. The value obtained for the energy above the lowest of the compared OMol25 structures with the same formula, charge and spin is 234.7 kJ/mol. The maximum force comes out at 5.0 eV/Å.